Entry from OMol25: C3H4AlLiO3 as an isolated structure (ωB97M-V/def2-TZVPD).

The calculation puts the total energy at -16101.2889 eV. As for the relative energy (zero: lowest compared OMol25 entry of this formula, charge and spin): 42.5 kcal/mol. As for the spin multiplicity: 1. As for the gap between HOMO and LUMO: 8.9 eV. Its net charge is +2.

The geometry in XYZ format:
```
12
Properties=species:S:1:pos:R:3:nbo_charge:R:1
H 4.508 0.052 0.364 -0.264
C -1.692 -0.159 0.262 0.501
C -0.431 0.410 -0.316 -0.197
O 0.363 -0.628 -0.822 -0.511
C 1.526 -0.970 -0.164 0.165
O 1.471 -2.032 0.430 -0.361
O -2.740 0.454 0.302 -0.662
Al 3.028 0.019 -0.071 1.703
H -1.631 -1.186 0.673 0.190
H 0.068 0.962 0.503 0.210
H -0.686 1.141 -1.099 0.236
Li -3.784 1.936 -0.065 0.990
```